# 1
{"formula": "C14H17N3O3", "method": "ωB97M-V/def2-TZVPD", "total_charge": 0, "gap_ha": 0.32065, "largest_force_ha_per_bohr": 0.0148, "homo_energy_ev": -8.25, "e_above_lowest_kj_mol": 194.19, "e_tot_ev": -25406.791, "smiles": "CC(=O)Nc1ccc(OC[C@H](O)Cn2ccnc2)cc1", "lumo_ev": 0.5, "species": ["C", "C", "O", "N", "C", "C", "C", "C", "O", "C", "C", "O", "C", "N", "C", "C", "N", "C", "C", "C", "H", "H", "H", "H", "H", "H", "H", "H", "H", "H", "H", "H", "H", "H", "H", "H", "H"], "xyz": [[-6.42738, -2.91096, -1.57544], [-4.92435, -2.71720, -1.62783], [-4.20753, -3.30291, -2.40483], [-4.49147, -1.81154, -0.70171], [-3.18963, -1.36903, -0.44153], [-3.00717, -0.42768, 0.56527], [-1.74726, 0.05314, 0.87626], [-0.64038, -0.40701, 0.17528], [0.65059, -0.00555, 0.39194], [0.90234, 0.94796, 1.39364], [2.41472, 1.22434, 1.40072], [2.76275, 2.09574, 2.44922], [2.83605, 1.89014, 0.08077], [4.25672, 1.85029, -0.10030], [5.17536, 2.67401, 0.48766], [6.39792, 2.22145, 0.08559], [6.25044, 1.14240, -0.72766], [4.96576, 0.94260, -0.81418], [-0.82224, -1.35131, -0.83461], [-2.07667, -1.82938, -1.14313], [-6.93565, -1.97069, -1.77915], [-6.72766, -3.26825, -0.59256], [-6.71693, -3.64185, -2.32436], [-5.19819, -1.39202, -0.11336], [-3.86049, -0.06073, 1.11902], [-1.64891, 0.78303, 1.66415], [0.36381, 1.88516, 1.19573], [0.59613, 0.56776, 2.38003], [2.94312, 0.26342, 1.49343], [2.65783, 1.64891, 3.29564], [2.50081, 2.93098, 0.10159], [2.35533, 1.36033, -0.74435], [4.87985, 3.47884, 1.12757], [7.37072, 2.60208, 0.32381], [4.50153, 0.16405, -1.38672], [0.04484, -1.70205, -1.37075], [-2.20472, -2.55847, -1.92484]]}

***

# 2
{"formula": "C14H17N3O4", "method": "ωB97M-V/def2-TZVPD", "total_charge": 0, "gap_ha": 0.31584, "largest_force_ha_per_bohr": 0.0191, "homo_energy_ev": -8.85, "e_above_lowest_kj_mol": 146.69, "e_tot_ev": -27454.797, "smiles": "CCCNc1c(N)c(COC(C)=O)cc2c1C(=O)NC2=O", "lumo_ev": -0.3, "species": ["C", "C", "C", "N", "C", "C", "N", "C", "C", "O", "C", "C", "O", "C", "C", "C", "C", "O", "N", "C", "O", "H", "H", "H", "H", "H", "H", "H", "H", "H", "H", "H", "H", "H", "H", "H", "H", "H"], "xyz": [[-1.11083, 3.81690, 1.31736], [-0.17254, 2.63876, 1.12097], [0.65412, 2.75558, -0.15288], [1.73246, 1.76401, -0.31403], [1.28263, 0.43283, -0.50759], [1.22692, -0.55003, 0.51669], [1.61533, -0.25687, 1.83754], [0.73091, -1.83269, 0.22454], [0.58821, -2.87004, 1.32337], [-0.62684, -3.61825, 1.21121], [-1.71521, -3.01227, 1.78313], [-2.48117, -1.99712, 0.99793], [-2.07107, -3.34539, 2.86496], [0.34593, -2.19604, -1.06697], [0.41642, -1.23503, -2.06102], [0.85497, 0.04174, -1.77360], [0.75961, 0.83369, -3.03348], [0.93458, 1.99749, -3.23299], [0.37675, -0.07325, -4.05985], [0.06333, -1.33124, -3.49283], [-0.36097, -2.27776, -4.08075], [-1.83773, 3.56508, 2.08558], [-0.60120, 4.71085, 1.65966], [-1.66888, 4.01328, 0.40632], [0.49942, 2.51383, 1.96848], [-0.77171, 1.73071, 1.07041], [1.07975, 3.74998, -0.24848], [-0.00074, 2.61942, -1.00941], [2.38228, 1.81586, 0.45946], [2.22378, -0.97126, 2.21346], [2.11038, 0.61964, 1.90554], [0.57796, -2.37396, 2.29182], [1.42001, -3.56541, 1.31457], [-3.40596, -2.44972, 0.65355], [-1.95536, -1.63532, 0.12278], [-2.71124, -1.14289, 1.62078], [-0.01298, -3.18591, -1.30301], [-0.37132, 0.30083, -4.63323]]}

***

# 3
{"formula": "C14H17N4O8SV", "method": "ωB97M-V/def2-TZVPD", "total_charge": 2, "gap_ha": [0.29358, 0.22725], "multiplicity": 3, "largest_force_ha_per_bohr": 0.0780, "homo_energy_ev": [-15.74, -15.68], "e_above_lowest_kj_mol": 285.91, "e_tot_ev": -73640.099, "lumo_ev": [-7.8, -9.5], "species": ["V", "C", "C", "N", "C", "C", "N", "C", "O", "O", "C", "O", "O", "H", "H", "H", "H", "H", "O", "C", "O", "O", "C", "N", "C", "C", "N", "C", "S", "H", "H", "H", "H", "H", "H", "C", "C", "C", "O", "H", "H", "H", "H", "H", "H"], "xyz": [[0.28562, -0.30692, -0.05358], [3.66208, -2.10611, 0.82340], [2.87871, -1.19527, 1.69088], [1.67609, -0.68039, 1.43740], [1.32768, 0.09159, 2.53520], [2.33015, 0.05073, 3.45328], [3.28131, -0.75587, 2.89861], [2.58214, 0.75334, 4.75577], [1.59344, 1.45800, 5.25322], [3.66205, 0.63305, 5.25691], [0.02296, 0.75477, 2.44056], [-0.50888, 1.38240, 3.30928], [-0.44654, 0.53548, 1.20703], [3.13165, -2.29046, -0.10363], [3.83499, -3.06062, 1.32268], [4.63922, -1.67568, 0.60028], [4.15246, -0.96496, 3.37416], [0.76859, 1.47031, 4.73432], [-1.30673, -2.33125, 1.29725], [-0.78420, -1.94777, 0.32829], [1.36557, -1.11885, -1.10829], [0.24539, -0.95523, -1.82949], [-2.58118, -0.98471, -3.78093], [-3.22174, -1.14775, -2.47994], [-4.42166, -0.59092, -2.11536], [-4.71258, -1.02903, -0.86308], [-3.68152, -1.84284, -0.48624], [-2.77203, -1.90877, -1.47297], [-1.28508, -2.81865, -1.43955], [-2.94050, -0.06714, -4.23692], [-2.84081, -1.81994, -4.43075], [-1.50237, -0.94282, -3.67300], [-4.98216, 0.05726, -2.76639], [-5.56420, -0.82593, -0.23728], [-3.62615, -2.34680, 0.38837], [-0.26671, 3.50725, -2.32258], [0.19574, 2.36239, -1.49601], [1.59704, 2.43498, -0.95511], [-0.55416, 1.41487, -1.24319], [-0.02256, 4.44769, -1.82425], [-1.33336, 3.45649, -2.52344], [0.28401, 3.50775, -3.26769], [2.21825, 3.11613, -1.53094], [2.08085, 1.45431, -0.93319], [1.53911, 2.82586, 0.06690]]}

***

# 4
{"formula": "C14H17N7", "method": "ωB97M-V/def2-TZVPD", "total_charge": 0, "gap_ha": 0.30518, "largest_force_ha_per_bohr": 0.0965, "homo_energy_ev": -7.83, "e_above_lowest_kj_mol": 0.00, "e_tot_ev": -25222.118, "smiles": "c1nc2c(Nc3cn[nH]c3)nc(C3CCCCC3)cn2n1", "lumo_ev": 0.5, "species": ["C", "N", "C", "C", "N", "C", "C", "N", "N", "C", "N", "C", "C", "C", "C", "C", "C", "C", "C", "N", "N", "H", "H", "H", "H", "H", "H", "H", "H", "H", "H", "H", "H", "H", "H", "H", "H", "H"], "xyz": [[-2.14101, -1.22383, -2.66787], [-1.02180, -1.94434, -2.29396], [-0.65349, -1.22314, -1.24514], [0.44362, -1.29543, -0.26867], [1.10088, -2.48434, -0.30016], [2.04562, -3.06403, 0.51821], [2.89754, -2.39974, 1.50626], [3.64920, -3.30261, 2.15902], [3.42260, -4.39406, 1.46514], [2.52008, -4.31404, 0.41297], [0.57793, -0.46985, 0.75246], [-0.13260, 0.67764, 0.79471], [0.42557, 1.84951, 1.63115], [-0.71057, 2.79464, 2.07355], [-0.84447, 4.14496, 1.27933], [0.48357, 4.90050, 1.25486], [1.65689, 4.03107, 1.34801], [1.43372, 2.56652, 0.74466], [-1.26572, 0.79730, -0.06587], [-1.50620, -0.20807, -0.98956], [-2.49600, -0.19410, -1.87752], [-2.66459, -1.78349, -3.45130], [0.52580, -3.01776, -0.87997], [2.81276, -1.33877, 1.83891], [4.08403, -5.20679, 1.41746], [2.26502, -5.06416, -0.39698], [0.98948, 1.47147, 2.46714], [-0.39740, 3.12896, 3.10083], [-1.64594, 2.28748, 2.17032], [-1.53450, 4.81762, 1.64195], [-1.15095, 3.93146, 0.24301], [0.33727, 5.48806, 0.35842], [0.57140, 5.59157, 2.13352], [2.47780, 4.46841, 0.79407], [1.95555, 3.91423, 2.36150], [1.04892, 2.53107, -0.27501], [2.29016, 1.91658, 0.68423], [-1.74146, 1.72825, -0.33095]]}

***

# 5
{"formula": "C14H17NO4", "method": "ωB97M-V/def2-TZVPD", "total_charge": 0, "gap_ha": 0.33111, "largest_force_ha_per_bohr": 0.0121, "homo_energy_ev": -8.30, "e_above_lowest_kj_mol": 204.11, "e_tot_ev": -24473.142, "smiles": "COc1ccc(CCNC(=O)C2=COCCO2)cc1", "lumo_ev": 0.7, "species": ["C", "O", "C", "C", "C", "C", "C", "C", "N", "C", "O", "C", "C", "O", "C", "C", "O", "C", "C", "H", "H", "H", "H", "H", "H", "H", "H", "H", "H", "H", "H", "H", "H", "H", "H", "H"], "xyz": [[-4.56333, 0.74635, -5.21790], [-3.63144, 1.60274, -4.60611], [-3.01292, 1.18376, -3.46533], [-2.09851, 2.07747, -2.90505], [-1.42119, 1.75179, -1.75097], [-1.63441, 0.53095, -1.11773], [-0.86252, 0.17120, 0.11858], [0.52672, -0.36720, -0.25954], [1.31473, -0.68986, 0.90209], [2.32242, 0.09468, 1.34215], [2.72276, 1.08379, 0.75630], [2.92799, -0.37044, 2.61279], [3.98720, 0.25387, 3.14437], [4.56811, -0.07705, 4.32462], [3.80367, -1.00156, 5.06898], [3.22699, -2.07761, 4.14394], [2.36116, -1.49444, 3.19737], [-2.53972, -0.35259, -1.68193], [-3.22920, -0.03878, -2.84223], [-4.10017, -0.19493, -5.53214], [-4.92234, 1.28018, -6.09652], [-5.40888, 0.53175, -4.55583], [-1.93991, 3.02322, -3.39850], [-0.71659, 2.45301, -1.32904], [-1.39952, -0.58832, 0.69150], [-0.73073, 1.05260, 0.74888], [0.42014, -1.25761, -0.88721], [1.07958, 0.39552, -0.81227], [1.01526, -1.44757, 1.49616], [4.44741, 1.09108, 2.64779], [4.46895, -1.43535, 5.81676], [2.97641, -0.47902, 5.56656], [2.63739, -2.80457, 4.70417], [4.05440, -2.58490, 3.62976], [-2.72145, -1.30761, -1.20909], [-3.92846, -0.75455, -3.24539]]}

***

# 6
{"formula": "C14H17O10P3", "method": "ωB97M-V/def2-TZVPD", "total_charge": 0, "gap_ha": 0.25142, "largest_force_ha_per_bohr": 0.0063, "homo_energy_ev": -8.26, "e_tot_ev": -63134.902, "smiles": "O=C1C=C(O)C(=O)C=C1O.O=C1C=C(O)C(=O)C=C1O.CP(C)#[PH]P(O)O", "lumo_ev": -1.4, "species": ["O", "C", "C", "C", "O", "C", "O", "C", "C", "O", "H", "H", "H", "H", "O", "C", "C", "C", "O", "C", "O", "C", "C", "O", "H", "H", "H", "H", "C", "P", "C", "P", "P", "O", "O", "H", "H", "H", "H", "H", "H", "H", "H", "H"], "xyz": [[5.70989, -1.77397, -2.53536], [4.79926, -1.33623, -1.85164], [4.77432, -1.33220, -0.41028], [3.69515, -0.83351, 0.21549], [3.56980, -0.80087, 1.52859], [2.50946, -0.26011, -0.54666], [1.58492, 0.17184, 0.11790], [2.53944, -0.25618, -1.99173], [3.61468, -0.76434, -2.60995], [3.76178, -0.82215, -3.92432], [5.62037, -1.74053, 0.12373], [2.68086, -0.44757, 1.73894], [1.68851, 0.16072, -2.51212], [4.63553, -1.24220, -4.07008], [-5.12274, 2.41526, -4.37971], [-3.98650, 2.09965, -4.07223], [-3.55777, 0.76540, -3.73216], [-2.27149, 0.57300, -3.40167], [-1.76519, -0.59952, -3.06531], [-1.25518, 1.70403, -3.37751], [-0.11975, 1.39743, -3.05623], [-1.68113, 3.03693, -3.72518], [-2.96747, 3.22859, -4.05520], [-3.48125, 4.39708, -4.39402], [-4.28353, -0.03482, -3.74945], [-0.82239, -0.43872, -2.85614], [-0.95347, 3.83545, -3.71059], [-4.43037, 4.22562, -4.57207], [-1.75801, -1.55347, 5.58793], [-2.15850, -0.06850, 4.56041], [-0.74931, 1.03775, 4.99279], [-1.75660, -0.54980, 2.46503], [0.01993, -1.88316, 2.15289], [-0.37339, -3.27006, 2.93661], [1.11477, -1.14733, 3.15145], [-1.85597, -1.26567, 6.63606], [-0.75086, -1.95894, 5.45991], [-2.48837, -2.33600, 5.38249], [-0.94977, 2.03044, 4.59087], [-0.72248, 1.10669, 6.08137], [0.22497, 0.71284, 4.63438], [-2.70472, -1.58775, 2.32249], [-0.67182, -3.17189, 3.84793], [1.09438, -1.42325, 4.07238]]}